18
Properties=species:S:1:pos:R:3:forces:R:3 method="wB97M-V/def2-TZVPD" e_homo_ev="-12.613 / -12.617" e_above_lowest_kj_mol=7.70 gap_ev="6.375 / 6.381" total_energy_ev=-15269.42325 max_force_ev_per_a=4.9 total_charge=+1
Bi -0.1823 0.1480 -1.8279 -1.8 2.1 -4.0
O -1.3492 1.6840 0.3044 -1.0 0.8 0.0
O 0.7401 -0.4402 0.0657 -0.3 -0.6 1.6
C 0.3381 0.2431 1.2703 -0.1 0.4 1.1
C 1.9976 -0.9952 0.1112 1.4 -1.0 0.0
C -1.1221 0.6400 1.2049 0.0 -0.3 0.5
C 2.3378 -2.0336 -0.6428 0.0 0.5 0.1
C -1.9560 1.3253 -0.9543 1.6 0.7 1.9
H 1.7136 -2.3765 -1.4683 0.0 -0.3 0.5
H -2.9009 0.7700 -0.7939 0.6 0.0 -0.4
H 2.6883 -0.4884 0.7901 -0.4 -0.3 0.0
H -2.1185 2.2786 -1.4853 0.0 -0.6 -0.1
H -1.3974 1.0024 2.2075 0.1 -0.2 -0.2
H -1.7293 -0.2585 0.9918 0.0 0.3 0.0
H -1.8208 0.3281 -2.8184 0.4 -1.6 -0.2
H 3.2973 -2.5191 -0.4719 -0.2 0.3 -0.3
H 0.9741 1.1316 1.3990 -0.2 -0.2 -0.1
H 0.4895 -0.4396 2.1179 0.0 0.1 -0.3